(1)
55
Properties=species:S:1:pos:R:3:forces:R:3:mulliken_charge:R:1 method="wB97M-V/def2-TZVPD" homo_lumo_gap_ev=5.45 lumo_energy_ev=4.54 max_force_ha_per_bohr=0.005 e_homo_ev=-0.90 charge=-2 de_lowest_kj_mol=0.0
Mo 0.602270 -0.316825 0.030132 0.0495 0.2030 -0.1032 0.0327
C -0.356859 -0.310387 2.222289 -0.0595 -0.1073 0.0113 -0.5665
C 0.490247 0.796265 2.082276 0.0146 0.0472 -0.0160 -0.5602
C 1.810572 0.321512 1.818929 0.0142 -0.0318 -0.0102 -0.6185
C 1.763756 -1.106336 1.784106 -0.0425 0.0339 0.0463 -0.4299
C 0.403069 -1.488325 2.023634 0.0969 -0.0477 0.0250 -0.6595
H -1.428491 -0.234704 2.321052 0.0028 -0.0006 0.0052 0.5691
H 0.155323 1.820443 2.096230 0.0000 0.0008 -0.0011 0.5622
H 2.677934 0.934526 1.637014 -0.0004 -0.0017 -0.0001 0.5016
H 2.595243 -1.772237 1.622722 0.0016 -0.0052 0.0004 0.4780
H 0.024039 -2.495680 2.068907 -0.0035 0.0024 0.0092 0.6327
O -4.025633 3.309596 -3.536100 -0.0010 -0.0229 -0.0040 -0.6705
C -3.627862 2.668036 -2.579824 0.0007 0.0394 0.0001 0.5112
S -2.750604 1.153869 -2.691411 -0.0158 0.0206 -0.0139 -0.1082
C -2.538035 0.863825 -0.965505 0.0062 -0.0263 0.0208 -0.8886
C -3.056329 1.769158 -0.104575 0.0139 0.0146 0.0283 0.5777
S -3.073056 1.824075 1.621870 -0.0158 0.0044 -0.0211 -0.5629
S -3.857386 3.140809 -0.901470 0.0133 -0.0413 -0.0101 -0.2423
S -1.702077 -0.650169 -0.605965 -0.0376 0.0332 0.0073 -0.1387
C 4.128612 1.370765 -2.719578 -0.0062 -0.0011 0.0054 -1.6512
C 2.834401 1.198413 -1.960703 0.0297 0.0007 -0.0220 0.6221
S 2.514008 -0.396217 -1.316777 -0.0276 -0.0146 0.0535 -0.4368
C 1.917728 2.167660 -1.786785 0.0047 -0.0032 -0.0023 0.3972
C 2.078535 3.572436 -2.304444 0.0041 0.0067 -0.0026 -1.4164
S 0.413737 1.829252 -0.983702 -0.0098 -0.0176 -0.0112 -0.0123
H 4.606571 0.401589 -2.865284 -0.0037 -0.0017 0.0019 0.3901
H 4.836828 2.009938 -2.181760 -0.0034 -0.0021 0.0024 0.2969
H 3.969312 1.814630 -3.706358 -0.0031 -0.0013 0.0001 0.3627
H 2.957078 3.677284 -2.943583 -0.0009 -0.0013 0.0014 0.3702
H 2.173725 4.279863 -1.476007 0.0019 -0.0012 -0.0008 0.2413
H 1.196111 3.870527 -2.874676 -0.0027 -0.0024 0.0026 0.2826
C -0.288742 -3.343323 -5.421222 0.0042 0.0055 0.0216 -0.3697
C -0.262496 -2.056981 -4.897702 0.0048 -0.0188 -0.0062 -0.8468
C 0.024628 -1.853761 -3.553959 0.0004 0.0059 -0.0002 -0.2522
C 0.288605 -2.924640 -2.697874 -0.0177 -0.0045 0.0009 0.2491
C 0.247686 -4.209725 -3.243812 0.0059 -0.0104 -0.0104 -0.2890
C -0.031920 -4.424490 -4.588142 -0.0021 0.0180 0.0079 -0.5761
Si 0.697973 -2.681558 -0.847797 -0.0158 -0.0225 -0.0052 1.3171
C -0.345082 -4.051024 -0.013781 -0.0019 -0.0496 0.0098 -0.1366
C -1.733384 -4.135484 -0.176698 0.0101 -0.0286 0.0188 -0.0327
C -2.479956 -5.110517 0.471169 0.0203 0.0137 -0.0116 -0.7046
C -1.858391 -6.034148 1.303382 -0.0013 0.0038 0.0004 -0.3752
C -0.483581 -5.973839 1.478732 0.0094 0.0065 -0.0028 -0.4687
C 0.256922 -4.994589 0.824318 -0.0424 0.0097 -0.0167 -0.2091
H -0.516351 -3.502937 -6.469557 -0.0012 0.0005 -0.0012 0.3289
H -0.476125 -1.205007 -5.532803 -0.0020 -0.0027 -0.0032 0.3911
H 0.031338 -0.843877 -3.158548 0.0035 -0.0008 0.0054 0.2928
H 0.431677 -5.065618 -2.600721 0.0010 0.0048 -0.0018 0.2815
H -0.056704 -5.434921 -4.982528 -0.0009 0.0001 -0.0033 0.3596
H 2.061225 -3.310313 -0.700150 0.0084 -0.0105 -0.0030 -0.5488
H -2.236254 -3.413895 -0.809740 -0.0019 0.0018 0.0004 0.3894
H -3.554569 -5.144166 0.332213 -0.0012 0.0018 -0.0010 0.3746
H -2.442947 -6.792077 1.812911 0.0009 -0.0017 -0.0011 0.3352
H 0.014115 -6.689340 2.124866 -0.0002 -0.0002 0.0001 0.3583
H 1.333132 -4.961896 0.965019 -0.0011 0.0026 -0.0001 0.2666


(2)
11
Properties=species:S:1:pos:R:3:forces:R:3:mulliken_spin:R:1 method="wB97M-V/def2-TZVPD" homo_lumo_gap_ev="6.47 / 8.00" spin_multiplicity=2 lumo_energy_ev="-9.23 / -9.44" max_force_ha_per_bohr=0.089 e_homo_ev="-15.70 / -17.43" charge=+2 de_lowest_kj_mol=0.0
O -1.850221 -0.132554 -1.828000 0.1422 0.3891 0.3393 -0.0014
C -2.196283 -0.913144 -2.569481 -0.1472 -0.2724 -0.2830 0.0000
C 1.423986 0.776242 -0.234762 0.5309 -3.1350 -0.6617 -0.0018
C 1.398413 0.626898 -1.445637 -0.2726 2.1018 -1.8611 -0.0006
H 1.404317 0.796654 -2.510043 0.1597 0.0267 0.1864 -0.0001
Li -0.989222 1.255200 -0.489543 0.3922 -0.2501 -0.0407 0.0000
O 1.620388 -0.271665 0.636552 -1.2329 -0.0906 1.9468 -0.0068
C 0.490698 -0.516614 1.369954 2.7925 3.6270 -0.1343 -0.0013
O 0.611277 -1.161153 2.413775 -1.6376 -1.6928 1.4473 -0.0225
O -0.455870 0.287772 1.140606 -2.6637 -0.7085 0.5629 -0.0574
Y -1.457480 -0.747641 3.516574 1.9366 0.0048 -1.5018 1.0922


(3)
9
Properties=species:S:1:pos:R:3:forces:R:3:mulliken_charge:R:1 method="wB97M-V/def2-TZVPD" homo_lumo_gap_ev=8.23 lumo_energy_ev=0.31 max_force_ha_per_bohr=0.115 e_homo_ev=-7.92 charge=0 de_lowest_kj_mol=734.4
C -0.837015 1.577165 -0.033736 0.3174 0.2762 1.5677 -0.3329
C 2.252677 0.530308 0.038607 -0.6607 -0.8093 -0.0640 -0.0755
C 0.897017 -1.516536 0.034392 -3.2704 -4.4267 -2.1573 -0.4772
C -1.729862 0.778366 0.101732 0.0715 0.4472 -1.2522 -0.3938
O 1.552915 -0.416873 -0.004353 2.1829 3.6192 -0.1946 0.1359
H -0.075214 2.263235 0.306222 -0.2017 -0.2099 -0.6854 0.3666
H 0.075318 -1.534051 0.722293 0.1448 0.4070 0.8579 0.2320
H 0.446756 -1.901705 -0.977066 1.6188 1.1169 1.5642 0.1887
H -2.582593 0.220093 -0.188095 -0.2027 -0.4207 0.3637 0.3562


(4)
19
Properties=species:S:1:pos:R:3:forces:R:3:mulliken_spin:R:1 method="wB97M-V/def2-TZVPD" homo_lumo_gap_ev="11.29 / 3.47" spin_multiplicity=2 lumo_energy_ev="-3.23 / -11.03" max_force_ha_per_bohr=0.023 e_homo_ev="-14.51 / -14.50" charge=+1 de_lowest_kj_mol=49.2
C 0.690040 -1.597814 0.030045 -0.1883 -0.4347 1.1111 0.1739
C -0.679600 -1.380411 0.529574 0.3877 -0.1769 0.0481 0.0910
C 1.030516 -3.085833 -0.152703 -0.0519 -0.1033 -0.7403 0.1790
H 0.939011 -1.155848 -0.977361 0.6297 -0.1040 -0.0692 0.1722
H 1.392653 -1.078408 0.711231 -0.0094 0.7413 -0.3969 0.0822
H -1.398908 -1.993667 0.000192 -0.2338 -0.1101 0.0071 0.0119
H 0.874089 -3.468204 -1.164933 0.1914 -0.2204 -0.0832 0.0328
H -0.912407 -0.301253 0.572339 0.1570 0.1442 -0.1248 0.0796
H -0.749717 -1.620558 1.604977 -0.3089 -0.0216 0.2402 0.0866
H 2.130806 -3.190971 0.036710 -0.4567 0.4139 -0.1777 0.0719
H 0.407471 -3.683556 0.501404 -0.1297 -0.0482 0.1708 0.0154
C -1.208646 2.812710 -0.470137 -0.1150 -0.8268 0.1793 -0.0001
C 0.192980 3.037609 0.085366 -0.2574 0.2155 0.0753 0.0004
H -1.686649 3.687204 -0.914033 0.2983 0.1400 0.2239 0.0009
H -1.044455 2.110160 -1.293679 -0.6090 -0.0915 -0.0192 0.0004
H -1.928545 2.407524 0.259891 0.2851 -0.0675 -0.2754 0.0014
H 0.272758 3.429476 1.094726 -0.2361 0.5334 -0.0957 0.0000
H 0.814519 2.154726 0.112070 -0.0537 -0.7283 -0.1078 0.0004
H 0.661289 3.658276 -0.650813 0.7007 0.7451 0.0343 0.0002


Computed total energy (hartree) in order:
-3749.9717; -499.1192; -229.7482; -198.4682